Entry A
Computed, not measured: a 2-piece molecular cluster, C4H13NOS overall, with ωB97M-V with the def2-TZVPD basis set.

Positions of all 20 atoms, in Å:
C 2.6812 0.2715 -0.4212
N 1.4129 0.9515 -0.2003
C 0.2387 0.2762 -0.7585
C -0.9935 0.7593 0.0163
S -2.4515 0.9882 -1.0635
C 0.2579 -1.2592 -0.7739
H 2.8150 -0.6352 0.1618
H 3.5141 0.9363 -0.1755
H 2.7504 0.0490 -1.4872
H 1.2490 1.1027 0.7826
H 0.1048 0.6162 -1.7948
H -0.7615 1.7312 0.4612
H -1.2828 0.0761 0.8022
H -3.3559 0.8053 -0.0953
H -0.7370 -1.5658 -1.0910
H 0.4129 -1.6502 0.2305
H 1.0069 -1.6834 -1.4417
H 1.9782 -2.7169 3.2691
H 0.5979 -2.9158 3.9010
O 1.1069 -2.2908 3.3601

SMILES: CN[C@@H](C)CS.O
Orbital gap, hartree: 0.3446

The net atomic charges from Mulliken, expressed in e, are: number 1, C, carries -0.892; number 2, N, carries -0.402; number 3, C, carries 0.382; number 4, C, carries -0.912; number 5, S, carries -0.229; number 6, C, carries -1.317; number 7, H, carries 0.280; number 8, H, carries 0.320; number 9, H, carries 0.320; number 10, H, carries 0.254; number 11, H, carries 0.219; number 12, H, carries 0.426; number 13, H, carries 0.392; number 14, H, carries 0.129; number 15, H, carries 0.395; number 16, H, carries 0.266; number 17, H, carries 0.370; number 18, H, carries 0.316; number 19, H, carries 0.314; number 20, O, carries -0.634



Entry B
Computed, not measured: a 2-piece molecular cluster, C4H13NOS overall, with ωB97M-V with the def2-TZVPD basis set.

Positions of all 20 atoms, in Å:
C -0.1477 -0.6686 -1.3041
C 1.1605 -0.2415 -0.6039
C 1.5589 -1.2287 0.4387
S 1.2740 -0.5161 2.1914
C -0.4373 -0.4689 2.3505
N -0.6649 0.5034 -2.0013
H 0.2072 -1.4274 -2.0302
H -0.9686 -1.0651 -0.6484
H 2.0835 0.0386 -1.1889
H 0.9897 0.7298 -0.1263
H 1.0536 -2.2003 0.4011
H 2.6542 -1.2211 0.4947
H -1.0524 -0.7945 1.4996
H -0.8647 0.5481 2.5007
H -0.6844 -1.0413 3.2486
H -1.5693 0.2433 -2.3577
H 0.0047 0.9646 -2.5728
H -1.3817 2.0386 -0.6343
H -1.2553 3.0624 0.4627
O -1.9599 2.7447 -0.1200

SMILES: CSCCCN.O
Orbital gap, hartree: 0.3400

The net atomic charges from Mulliken, expressed in e, are: number 1, C, carries -0.465; number 2, C, carries -0.500; number 3, C, carries -0.727; number 4, S, carries -0.134; number 5, C, carries -0.685; number 6, N, carries -0.514; number 7, H, carries 0.267; number 8, H, carries 0.286; number 9, H, carries 0.374; number 10, H, carries 0.289; number 11, H, carries 0.408; number 12, H, carries 0.291; number 13, H, carries 0.158; number 14, H, carries 0.246; number 15, H, carries 0.330; number 16, H, carries 0.207; number 17, H, carries 0.173; number 18, H, carries 0.370; number 19, H, carries 0.318; number 20, O, carries -0.693



The most stable of them is entry A.



Entry A
Computed, not measured: a 2-piece molecular cluster, C2O3 overall, with ωB97M-V with the def2-TZVPD basis set.

Positions of all 5 atoms, in Å:
C 0.3508 0.3969 -1.8118
C 0.0539 -0.0892 1.3682
O -0.5047 -0.1018 -2.3656
O 0.7145 0.7047 1.8614
O -0.6144 -0.9106 0.9479

Orbital gap, hartree: 0.5038

The net atomic charges from Mulliken, expressed in e, are: number 1, C, carries 0.129; number 2, C, carries 0.689; number 3, O, carries -0.138; number 4, O, carries -0.341; number 5, O, carries -0.338



Entry B
Computed, not measured: one molecule with the formula C2O3, with ωB97M-V with the def2-TZVPD basis set.

Positions of all 5 atoms, in Å:
C 0.4875 -0.0361 -0.6101
C -0.5192 0.4729 0.7960
O 0.8893 0.7767 -1.3055
O -1.2692 -0.0554 1.4657
O 0.4116 -1.1582 -0.3461

Orbital gap, hartree: 0.4270

The net atomic charges from Mulliken, expressed in e, are: number 1, C, carries 0.622; number 2, C, carries 0.246; number 3, O, carries -0.376; number 4, O, carries -0.141; number 5, O, carries -0.351



The most stable of them is entry A.



Entry A
Computed, not measured: a 2-piece molecular cluster, C3H3BrO2 overall, with ωB97M-V with the def2-TZVPD basis set.

Positions of all 9 atoms, in Å:
C 1.8236 -1.8479 0.0789
C 0.9486 -1.2512 -0.4482
C -0.8986 0.5747 -0.1463
O -0.8538 1.2863 -1.2513
O -0.2443 1.1565 0.8874
Br -2.4128 -0.3837 0.0983
H 2.5189 -2.4320 0.4202
H -0.1221 1.9152 -1.3059
H -0.7595 0.9821 1.6670

Orbital gap, hartree: 0.2891

The net atomic charges from Mulliken, expressed in e, are: number 1, C, carries -0.335; number 2, C, carries -0.648; number 3, C, carries 0.480; number 4, O, carries -0.360; number 5, O, carries -0.323; number 6, Br, carries 0.033; number 7, H, carries 0.505; number 8, H, carries 0.336; number 9, H, carries 0.312



Entry B
Computed, not measured: a 2-piece molecular cluster, C3H3BrO2 overall, with ωB97M-V with the def2-TZVPD basis set.

Positions of all 9 atoms, in Å:
C -0.1948 -1.5243 0.1866
C -2.6533 -1.3559 -0.2755
C 0.1770 -0.1522 0.0834
O -0.0191 -2.6241 0.5357
O -3.4646 -2.1801 -0.3119
Br -3.1791 0.6329 -0.1105
H 0.7323 0.0700 0.9238
H -0.7263 0.3361 0.0689
H 0.7514 -0.0856 -0.8424

Orbital gap (spin up / spin down), hartree: 0.2731 / 0.2733

The net atomic charges from Mulliken, expressed in e, are: number 1, C, carries 0.569; number 2, C, carries 0.106; number 3, C, carries -0.373; number 4, O, carries -0.256; number 5, O, carries -0.281; number 6, Br, carries -0.355; number 7, H, carries 0.283; number 8, H, carries 0.033; number 9, H, carries 0.273



Entry C
Computed, not measured: a 3-piece molecular cluster, C3H3BrO2 overall, with ωB97M-V with the def2-TZVPD basis set.

Positions of all 9 atoms, in Å:
C -1.9431 -0.4599 -0.9424
C 0.0578 -0.4272 2.0842
C -2.2785 0.5540 -0.1618
O -1.6284 -1.3851 -1.6130
O 0.7729 -1.3264 2.0645
Br 4.9868 1.0693 -0.6099
H -3.2309 1.0926 -0.0907
H -1.5347 1.0098 0.5341
H 4.7980 -0.1272 -1.2651

Orbital gap, hartree: 0.3704

The net atomic charges from Mulliken, expressed in e, are: number 1, C, carries 0.849; number 2, C, carries 0.143; number 3, C, carries -0.875; number 4, O, carries -0.375; number 5, O, carries -0.158; number 6, Br, carries -0.192; number 7, H, carries 0.236; number 8, H, carries 0.180; number 9, H, carries 0.193



Entry D
Computed, not measured: one molecule with the formula C3H3BrO2, with ωB97M-V with the def2-TZVPD basis set.

Positions of all 9 atoms, in Å:
C -0.1241 1.7883 -0.0448
C 0.4417 -1.8498 -0.4658
C -0.2185 0.5454 0.2821
O 0.6410 -0.4353 -0.4268
O 1.2970 -2.6892 -0.6371
Br -1.4102 -0.1734 1.6252
H -0.5417 2.6381 0.4506
H 0.4991 2.1627 -0.8255
H -0.5844 -1.9868 0.0421

SMILES: C=C(Br)OC=O
Orbital gap, hartree: 0.3852

The net atomic charges from Mulliken, expressed in e, are: number 1, C, carries -0.581; number 2, C, carries 0.379; number 3, C, carries 0.387; number 4, O, carries -0.262; number 5, O, carries -0.422; number 6, Br, carries -0.145; number 7, H, carries 0.276; number 8, H, carries 0.278; number 9, H, carries 0.090



The most stable of them is entry C.



Entry A
Computed, not measured: a 2-piece molecular cluster, C3H3BrO2 overall, with ωB97M-V with the def2-TZVPD basis set.

Positions of all 9 atoms, in Å:
C -0.8632 1.4983 0.7809
C -0.1624 0.5626 1.0459
C 0.5878 -0.6322 0.9235
O 0.4852 -1.3163 -0.0752
O 1.3096 -0.9288 2.0209
Br -1.1927 -0.1488 -4.2597
H -1.5855 2.2272 0.6112
H -0.5474 0.3818 -3.0832
H 1.9686 -1.6437 2.0357

SMILES: C#CC(=O)O.Br
Orbital gap, hartree: 0.4072

The net atomic charges from Mulliken, expressed in e, are: number 1, C, carries 0.104; number 2, C, carries -0.285; number 3, C, carries 0.306; number 4, O, carries -0.478; number 5, O, carries -0.436; number 6, Br, carries -0.218; number 7, H, carries 0.441; number 8, H, carries 0.215; number 9, H, carries 0.351



Entry B
Computed, not measured: a 2-piece molecular cluster, C3H3BrO2 overall, with ωB97M-V with the def2-TZVPD basis set.

Positions of all 9 atoms, in Å:
C 1.1586 0.1704 0.8589
C -1.0794 -0.7408 -0.6848
C -0.1980 -0.1691 0.3621
O 2.1248 -0.4590 0.4864
O -1.4162 -0.1974 0.6085
Br 0.6042 2.1425 -0.8938
H 1.2634 1.1118 1.3748
H -1.4120 -0.0856 -1.4708
H -1.0453 -1.7728 -0.6412

Orbital gap (spin up / spin down), hartree: 0.2788 / 0.2789

The net atomic charges from Mulliken, expressed in e, are: number 1, C, carries -0.275; number 2, C, carries 0.084; number 3, C, carries 0.371; number 4, O, carries -0.443; number 5, O, carries -0.284; number 6, Br, carries -0.403; number 7, H, carries 0.450; number 8, H, carries 0.240; number 9, H, carries 0.260



The most stable of them is entry A.